Formula: C43H65LiNO5S3Sb
Source: the Open Molecules 2025 dataset
Level of theory: ωB97M-V/def2-TZVPD

Atoms and positions in Å:
Li  -0.645  -0.957  -2.131
O  -4.538  -8.444  2.815
C  -3.849  -7.259  2.954
O  -3.401  -6.997  4.063
C  -3.675  -6.354  1.793
C  -3.048  -5.080  2.033
C  -2.757  -4.233  0.997
C  -3.240  -4.471  -0.331
S  -3.062  -3.367  -1.577
C  -3.952  -5.690  -0.526
C  -4.146  -6.615  0.489
H  -5.008  -8.522  1.941
H  -2.836  -4.747  3.058
H  -2.100  -3.359  1.155
H  -4.392  -5.973  -1.480
H  -4.781  -7.488  0.223
O  -1.418  -0.334  -3.840
C  -1.706  -0.431  -5.058
C  -0.768  -0.871  -6.101
C  -1.318  -1.854  -7.106
C  -2.200  -1.210  -8.251
C  -3.597  -0.755  -7.743
C  -3.425  0.365  -6.696
N  -2.984  -0.168  -5.417
H  0.113  -1.258  -5.605
H  -0.430  0.032  -6.673
H  -1.774  -2.703  -6.633
H  -0.427  -2.376  -7.619
H  -2.296  -2.080  -8.950
H  -1.602  -0.333  -8.675
H  -4.092  -1.663  -7.327
H  -4.259  -0.449  -8.542
H  -4.395  0.867  -6.469
H  -2.716  1.096  -7.091
H  -3.668  -0.174  -4.701
O  0.923  -2.004  -2.303
S  2.333  -2.500  -2.879
C  3.424  -2.643  -1.352
C  4.430  -1.489  -1.326
C  3.802  -0.302  -2.072
C  3.144  -0.890  -3.314
H  4.005  -3.592  -1.399
H  2.684  -2.684  -0.513
H  5.402  -1.691  -1.784
H  4.615  -1.213  -0.313
H  4.495  0.462  -2.366
H  3.044  0.149  -1.387
H  3.869  -1.059  -4.072
H  2.447  -0.247  -3.776
O  -1.380  0.253  -0.900
S  -2.820  0.592  -1.302
C  -3.497  2.335  -0.736
C  -2.713  3.218  0.209
C  -3.068  3.262  1.580
C  -2.361  4.114  2.410
C  -1.236  4.811  1.975
C  -0.891  4.670  0.648
C  -1.652  3.938  -0.252
C  -3.865  -0.464  -0.261
C  -4.075  -0.207  1.228
C  -3.169  -0.499  2.203
C  -3.539  -0.319  3.565
C  -4.735  0.170  3.996
C  -5.697  0.388  2.998
C  -5.418  0.216  1.614
H  -4.477  2.102  -0.335
H  -3.528  2.843  -1.719
H  -3.858  2.709  2.042
H  -2.677  4.265  3.455
H  -0.615  5.390  2.728
H  -0.013  5.200  0.219
H  -1.268  3.901  -1.294
H  -3.389  -1.433  -0.369
H  -4.877  -0.437  -0.718
H  -2.179  -0.854  1.938
H  -2.792  -0.576  4.309
H  -4.936  0.357  5.019
H  -6.644  0.875  3.234
H  -6.159  0.414  0.818
C  5.685  -0.322  3.774
C  5.729  0.994  2.938
C  6.617  0.869  1.727
C  6.024  2.256  3.761
Sb  3.576  1.503  2.266
C  3.416  3.587  0.966
C  2.833  4.517  2.011
C  2.531  3.259  -0.207
C  4.842  3.852  0.692
C  1.807  0.763  3.682
C  1.879  -0.766  3.472
C  0.565  1.402  3.062
C  2.173  1.203  5.054
H  6.688  -0.469  4.276
H  5.497  -1.202  3.159
H  4.972  -0.269  4.582
H  7.652  0.554  1.978
H  6.646  1.816  1.202
H  6.235  0.038  1.101
H  6.992  2.112  4.297
H  5.171  2.445  4.451
H  6.138  3.149  3.107
H  1.815  4.233  2.322
H  2.775  5.550  1.587
H  3.482  4.626  2.906
H  1.486  3.271  0.042
H  2.798  2.318  -0.676
H  2.648  4.035  -1.006
H  5.368  4.144  1.613
H  4.911  4.793  0.041
H  5.339  3.067  0.125
H  1.708  -1.010  2.413
H  1.080  -1.280  4.054
H  2.860  -1.167  3.811
H  0.473  1.060  2.017
H  0.535  2.486  3.149
H  -0.345  1.093  3.659
H  3.143  0.745  5.336
H  1.371  0.792  5.741
H  2.188  2.285  5.093

Force components x, y, z for each atom (eV/Å):
0.069 -0.410 -0.273
-0.440 0.322 -1.173
0.227 0.378 1.155
-0.537 -0.530 -1.289
-0.244 0.710 0.118
-0.338 -1.060 0.116
0.178 0.281 -0.711
-0.269 -1.372 1.176
0.523 0.877 -1.456
-0.055 -0.307 0.323
-0.137 0.276 0.328
0.922 0.392 1.178
0.188 -0.604 -0.424
-0.731 -0.340 -0.009
0.266 0.547 -0.063
0.730 0.404 0.387
0.265 -0.599 -1.550
-1.139 0.461 2.671
1.023 0.885 -0.923
1.269 -0.276 -1.958
0.520 -0.764 0.620
0.669 -0.688 0.202
-1.106 -0.909 -0.214
0.721 0.236 -0.845
0.137 -0.075 0.209
-0.144 -0.460 0.454
-0.803 -0.204 0.398
-1.088 1.074 0.569
-0.076 1.228 -0.022
-0.865 -1.247 0.178
0.253 0.723 0.164
0.103 0.349 -0.430
0.748 -0.227 -0.433
-0.084 0.131 0.171
-0.222 0.210 0.935
2.975 -1.234 -1.126
-2.286 2.481 1.994
0.216 -0.892 -0.296
-0.387 0.773 -0.705
-1.379 -0.614 0.938
0.329 -0.629 0.727
-0.810 0.362 0.006
0.685 0.226 -0.703
-0.193 -0.582 -0.042
0.184 0.234 0.885
0.486 0.360 0.021
0.408 -0.198 -0.624
0.908 -0.585 -0.644
-1.286 0.506 -0.280
-1.005 0.905 0.015
-0.172 0.262 0.980
1.219 -0.101 -0.612
-1.469 -1.897 0.595
0.943 1.004 -0.548
-0.027 0.271 1.058
0.506 0.171 0.872
1.278 1.272 -0.733
1.427 0.329 -0.436
-0.684 0.782 1.073
-2.606 0.725 -0.952
-0.153 0.220 1.345
1.918 -0.516 -0.340
-0.692 -0.188 -2.039
-0.357 0.979 -1.626
1.797 -0.284 1.175
-0.182 -0.028 -0.173
-0.354 -0.322 0.495
-0.540 -0.461 -0.322
0.132 -0.364 -0.543
-0.876 -0.621 -1.261
-0.579 -0.360 0.580
-0.711 -0.132 0.696
-0.118 -0.432 -0.531
0.791 -0.282 -0.135
-0.059 -0.015 0.113
0.064 0.044 -0.014
-0.194 0.056 0.779
0.030 -0.448 0.168
0.374 -0.114 0.746
1.343 0.976 -0.096
-1.444 0.607 0.958
-0.005 -1.075 -0.063
0.641 -0.214 0.427
-0.594 -1.988 -2.800
-0.489 -1.772 2.730
-0.041 1.407 -0.184
0.608 0.892 -0.706
0.562 2.115 -1.070
1.350 0.379 -1.481
-0.157 0.330 0.212
-0.538 -0.827 0.845
-0.878 -1.129 0.976
-0.766 0.140 -0.552
-0.130 0.103 -0.042
-0.371 -0.019 0.206
-0.374 0.367 0.214
0.137 -0.095 -0.364
0.124 0.664 -0.070
-0.510 0.344 0.059
0.965 -0.017 -0.069
-0.092 -0.660 0.466
0.398 0.051 -0.110
-0.194 -0.320 0.131
-0.391 -0.284 -0.526
-0.460 -0.297 0.290
-0.010 -0.202 0.065
0.081 -0.251 0.501
0.020 -0.432 -0.406
-0.063 -0.944 0.499
0.085 -0.084 0.169
0.226 0.012 0.346
0.355 0.365 -0.142
-0.640 0.184 -0.309
-0.253 0.343 0.362
0.324 0.124 -0.264
0.692 -0.102 -0.686
-0.535 0.509 0.132
0.798 0.551 -0.186
0.137 0.177 0.383

Computed properties:
LUMO energy ... -0.1 eV
Orbital gap ... 5.68 eV
Strongest force on any atom ... 3.92 eV Å⁻¹
HOMO level ... -5.74 eV

Atom charges from the Mulliken analysis, given in e for atoms 1 to 5: Li 1.056; O -0.496; C 0.682; O -0.607; C 0.764